{"formula": "C15H35N2O5Si", "method": "wB97M-V/def2-TZVPD", "elements": ["C", "C", "C", "C", "O", "C", "C", "C", "O", "O", "N", "C", "C", "O", "Si", "C", "C", "C", "H", "H", "H", "H", "H", "H", "H", "H", "H", "H", "H", "H", "H", "H", "H", "H", "H", "H", "H", "H", "H", "H", "H", "H", "H", "H", "H", "H", "C", "O", "N", "C", "C", "H", "H", "H", "H", "H", "H", "H"], "positions_angstrom": [[-3.991002, 1.489071, -4.086497], [-2.807293, 0.437381, -3.596225], [-1.322402, 1.116160, -3.451941], [-1.317442, 2.518395, -2.539304], [-0.110987, 3.264234, -3.031004], [1.021092, 2.477031, -2.520473], [1.091116, 0.926923, -3.065673], [1.711165, 1.016110, -4.616758], [3.107267, 0.557997, -4.671550], [3.843716, 1.425819, -4.034821], [-0.225731, 0.171914, -2.995875], [-0.483951, -0.507486, -1.666011], [0.592440, -1.739808, -1.332038], [1.689356, -1.341829, -0.442691], [1.235854, -1.306270, 1.247280], [0.053314, -2.696829, 1.835299], [2.906041, -1.530535, 2.256532], [0.626697, 0.500759, 1.708196], [-4.467440, 1.936934, -3.095527], [-4.814080, 0.992010, -4.760497], [-3.509270, 2.420707, -4.645856], [-3.215493, -0.084629, -2.631834], [-2.718684, -0.360371, -4.479773], [-1.030751, 1.489624, -4.547961], [-1.230925, 2.314651, -1.389797], [-2.244760, 3.201904, -2.747539], [2.020003, 3.001499, -2.909984], [1.119627, 2.459795, -1.346132], [1.966080, 0.409107, -2.439453], [1.079967, 0.288755, -5.305251], [1.538993, 2.101234, -5.068407], [4.054611, 1.057052, -3.107702], [-0.173175, -0.600154, -3.723443], [-0.495798, 0.331878, -0.851774], [-1.551313, -1.037481, -1.598744], [1.096828, -1.976903, -2.388629], [0.041572, -2.735882, -1.029197], [0.647168, -3.493764, 2.453226], [-0.552523, -3.246815, 1.000346], [-0.762724, -2.237520, 2.576078], [2.759637, -2.221394, 3.204265], [3.253886, -0.465761, 2.613728], [3.773070, -1.936721, 1.553835], [1.182257, 0.887720, 2.687889], [-0.542841, 0.546634, 1.788762], [0.996472, 1.219494, 0.832734], [-1.818088, -1.054275, 5.470633], [-1.950079, -1.438088, 4.315812], [-0.619479, -0.927831, 6.140750], [-0.547046, -0.465128, 7.511132], [0.608241, -1.268660, 5.452369], [-2.687821, -0.769137, 6.085637], [0.062543, 0.442505, 7.546764], [-0.082064, -1.243152, 8.123612], [-1.542296, -0.244319, 7.906644], [0.704436, -0.637850, 4.563545], [0.560488, -2.315514, 5.137613], [1.471521, -1.119191, 6.105679]], "atomic_forces_ev_per_a": [[0.711, 1.064, 0.876], [-0.453, -0.683, -1.135], [-2.480, 2.419, -0.882], [0.457, -0.143, -0.848], [-0.149, -2.735, 2.181], [1.516, 0.169, 0.203], [3.286, 1.791, -0.529], [-1.912, -0.461, -0.428], [-4.910, -2.605, -2.039], [3.330, 2.951, 4.080], [0.034, -0.821, -0.734], [-0.927, -1.319, 2.637], [0.772, 0.404, -1.911], [-2.758, -0.759, 0.030], [1.393, 0.214, 1.443], [-1.462, -0.617, 0.545], [0.930, 0.346, -0.113], [0.115, 0.852, -0.545], [0.752, -0.975, -2.256], [1.821, 0.900, 1.489], [-1.076, -2.104, 0.943], [1.084, 0.931, -1.825], [-0.098, 1.426, 2.101], [-0.466, -0.874, 2.446], [-0.180, 0.371, -2.109], [1.811, -1.612, 0.238], [-2.296, -1.264, 0.754], [-0.684, 0.219, -2.118], [-2.380, 0.723, -1.113], [1.575, 1.223, 1.226], [0.774, -2.205, 1.127], [-0.426, 0.443, -1.892], [-0.050, 0.991, 0.950], [0.285, -1.715, -1.472], [2.257, 1.504, -0.768], [-0.938, 0.348, 2.166], [0.972, 2.266, -0.297], [-1.049, 1.441, -1.307], [1.132, 0.897, 1.548], [1.764, -0.901, -1.500], [0.394, 1.383, -2.027], [-0.573, -2.085, -0.546], [-1.814, 0.630, 1.635], [-1.503, -0.903, -2.045], [2.252, 0.173, 0.069], [-0.854, -1.324, 1.808], [0.875, 0.014, 0.295], [0.376, 0.218, 0.507], [-1.444, -0.086, -0.676], [0.136, -0.041, -0.056], [-0.181, -0.108, -0.229], [0.129, -0.008, 0.031], [-0.075, -0.055, 0.206], [-0.060, 0.183, 0.122], [0.150, -0.067, -0.150], [0.160, -0.124, 0.016], [0.180, 0.097, -0.055], [-0.226, 0.002, -0.065]], "lowdin_charge": [-0.120, -0.189, -0.202, -0.077, -0.163, -0.142, -0.157, -0.095, -0.182, -0.059, -0.088, -0.073, -0.199, -0.281, 0.487, -0.191, -0.205, -0.209, 0.094, 0.096, 0.093, 0.112, 0.131, 0.186, 0.138, 0.148, 0.162, 0.134, 0.176, 0.149, 0.164, 0.156, 0.191, 0.123, 0.157, 0.144, 0.126, 0.059, 0.037, 0.045, 0.050, 0.042, 0.057, 0.057, 0.052, 0.031, -0.308, -0.016, -0.201, -0.058, -0.048, 0.134, 0.092, 0.093, 0.088, 0.070, 0.093, 0.095], "total_energy_ev": -37204.5079, "charge": 1, "homo_energy_ev": -11.34}